A single C17H18N2OS molecule. Source: OMol25; level of theory: the ωB97M-V functional and the def2-TZVPD basis.

Structure (ORCA input):
```
! wB97M-V def2-TZVPD RIJCOSX def2/J DEFGRID3
* xyz 0 1
N -0.05 3.09 -1.10
C 1.20 2.61 -1.42
C 2.33 3.00 -0.69
C 3.57 2.45 -0.95
C 3.72 1.49 -1.94
C 2.62 1.10 -2.68
C 1.37 1.63 -2.42
S -0.04 1.10 -3.39
C -0.21 -0.63 -2.85
H 0.77 -1.10 -2.85
H -0.84 -1.10 -3.60
C -0.90 -0.76 -1.49
O -1.55 -2.01 -1.48
H -1.94 -2.16 -0.61
C 0.11 -0.64 -0.32
N -0.57 -0.45 0.93
C -1.05 -1.43 1.76
C -0.94 -2.81 1.70
C -1.53 -3.55 2.71
C -2.23 -2.93 3.75
C -2.34 -1.56 3.82
C -1.75 -0.79 2.82
C -1.67 0.61 2.57
C -0.95 0.77 1.42
H -0.67 1.66 0.90
H -2.08 1.39 3.18
H -2.87 -1.08 4.63
H -2.68 -3.54 4.52
H -1.47 -4.63 2.69
H -0.41 -3.31 0.90
H 0.77 0.20 -0.49
H 0.70 -1.56 -0.28
H -1.65 0.05 -1.38
H 2.72 0.37 -3.47
H 4.69 1.07 -2.15
H 4.42 2.77 -0.37
H 2.21 3.74 0.08
H -0.75 2.94 -1.81
H -0.08 3.99 -0.65
*
```

**SMILES**: Nc1ccccc1SC[C@@H](O)Cn1ccc2ccccc21
**Gap between HOMO and LUMO**: 8.57 eV
**Maximum force**: 0.7 eV/Å
**E_tot**: -33784.686 eV

---

A molecular structure, C3H8O3Pm in a non-equilibrium geometry. Source: OMol25; level of theory: the ωB97M-V functional and the def2-TZVPD basis.

Structure (ORCA input):
```
! wB97M-V def2-TZVPD RIJCOSX def2/J DEFGRID3
* xyz 1 5
O -0.24 2.14 0.08
C -1.41 1.45 -0.20
C -1.31 -0.02 0.19
O -0.07 -0.51 -0.35
C 0.13 -1.90 -0.20
Pm 1.62 1.23 -0.20
H -1.66 1.51 -1.28
H -2.28 1.87 0.35
H -2.14 -0.61 -0.23
H -0.75 -2.45 -0.55
H 1.00 -2.18 -0.80
H 0.33 -2.15 0.86
O 3.65 0.62 0.41
H 4.42 1.14 0.64
H -1.29 -0.15 1.29
*
```

**Gap between HOMO and LUMO (spin up / spin down)**: 9.03 / 9.34 eV
**Maximum force**: 2.3 eV/Å
**E_tot**: -25931.769 eV

---

A molecular structure, C27H40AsBrN4O6PdS in a non-equilibrium geometry. Source: OMol25; level of theory: the ωB97M-V functional and the def2-TZVPD basis.

Structure (ORCA input):
```
! wB97M-V def2-TZVPD RIJCOSX def2/J DEFGRID3
* xyz 2 1
Pd 0.81 0.68 -0.08
C 5.72 -1.93 -0.63
C 4.73 -1.21 0.24
C 5.00 -0.94 1.58
C 4.10 -0.24 2.35
C 2.94 0.18 1.74
Br 1.64 1.18 2.66
N 2.63 -0.07 0.47
C 3.52 -0.77 -0.27
H 6.02 -2.87 -0.18
H 6.62 -1.32 -0.74
H 5.31 -2.12 -1.61
H 5.93 -1.29 2.02
H 4.28 -0.01 3.39
H 3.24 -1.00 -1.29
C 6.63 -1.77 -5.77
C 5.42 -2.51 -5.21
S 4.23 -1.44 -4.45
O 4.86 -0.20 -4.04
O 3.50 -2.18 -3.44
C 3.10 -1.07 -5.76
C 2.12 0.04 -5.39
N 1.49 -0.13 -4.07
C 1.78 0.60 -2.97
N 1.11 0.13 -1.93
C 0.34 -0.93 -2.35
C 0.57 -1.08 -3.67
N -0.08 -2.04 -4.53
O -0.99 -2.67 -4.03
O 0.32 -2.13 -5.67
C 2.70 1.77 -2.94
H 7.13 -2.39 -6.50
H 7.33 -1.51 -4.99
H 6.34 -0.84 -6.26
H 5.68 -3.21 -4.41
H 4.88 -3.06 -5.98
H 2.57 -1.99 -5.99
H 3.69 -0.75 -6.62
H 1.33 0.05 -6.14
H 2.61 1.01 -5.38
H -0.30 -1.49 -1.70
H 2.36 2.56 -3.61
H 3.71 1.48 -3.24
H 2.73 2.15 -1.92
C -6.55 2.74 1.60
C -5.42 1.81 1.24
C -5.59 0.81 0.29
C -4.57 -0.07 -0.04
C -4.85 -1.12 -1.09
C -3.32 0.07 0.60
C -2.27 -0.85 0.19
O -1.06 -0.80 0.40
C -3.14 1.05 1.60
C -1.88 1.18 2.40
C -4.19 1.90 1.89
H -7.33 2.74 0.84
H -6.19 3.76 1.73
H -7.00 2.43 2.54
H -6.56 0.71 -0.20
H -5.88 -1.02 -1.44
H -4.74 -2.13 -0.70
H -4.20 -1.02 -1.96
H -2.62 -1.71 -0.41
H -1.51 0.22 2.75
H -2.04 1.83 3.26
H -1.09 1.62 1.78
H -4.06 2.65 2.66
C -2.30 4.14 -0.14
As -0.68 3.51 -0.89
C 0.79 4.28 0.04
C -0.62 4.01 -2.73
O -0.68 1.81 -0.78
H -2.37 5.22 -0.30
H -2.33 3.91 0.92
H -3.13 3.64 -0.64
H 0.79 5.36 -0.11
H 1.72 3.86 -0.33
H 0.68 4.07 1.10
H -0.58 5.09 -2.82
H -1.52 3.63 -3.21
H 0.25 3.56 -3.19
*
```

**Gap between HOMO and LUMO**: 7.14 eV
**Maximum force**: 1.8 eV/Å
**E_tot**: -192073.512 eV